ORCA calculation (wB97M-V/def2-TZVPD) on 2 unconnected molecules or ions with the total composition C9H14 in a non-equilibrium geometry.

```
23
Properties=species:S:1:pos:R:3:forces:R:3:lowdin_charge:R:1
C -1.18275 2.29871 -1.10664 -1.4427 -0.5461 0.9265 -0.15
C -2.57272 2.06801 -0.35630 1.3316 0.6496 -2.3033 -0.14
H -0.59102 2.82826 -0.35301 0.5132 -0.3884 -0.4090 0.06
H -0.79832 1.30427 -1.37576 0.3395 0.5929 0.0440 0.05
H -1.27031 2.92651 -1.98409 -0.0557 0.0861 -0.1816 0.05
H -2.40825 1.14310 0.17434 -0.4162 0.3694 1.1459 0.03
H -3.37772 1.85656 -1.05991 -0.0002 0.0594 -0.1335 0.05
H -2.77900 3.04223 0.09581 -0.3304 -0.7814 0.8547 0.06
C -0.25740 -0.20883 1.96120 1.0284 0.5893 1.1560 -0.05
C 2.01910 -2.08206 -1.17209 0.5368 -1.1492 1.5049 -0.10
C 1.52858 -2.83658 -0.08633 -0.3676 -0.5924 -1.3675 -0.10
C 1.89921 -0.72131 -1.11246 0.5055 0.4054 0.5028 -0.09
C 0.71421 -2.23747 0.82007 -0.2002 1.8947 1.7054 -0.06
C 1.35088 -0.07851 0.03208 0.5362 0.0119 -1.7413 -0.06
C 0.67090 -0.82097 0.97981 -0.1174 -0.9316 -1.6525 -0.28
H 2.67725 -2.61277 -1.85231 -0.3429 0.3547 -0.4501 0.10
H 1.66842 -3.91403 -0.07325 -0.0288 0.1118 0.0007 0.10
H 2.37196 -0.17926 -1.92338 -0.1373 0.4478 0.2256 0.10
H 0.14824 -2.72017 1.59917 0.0952 -0.8243 -0.0353 0.10
H 1.50331 1.00253 0.01338 -0.5878 -0.1907 0.5158 0.11
H 0.20566 0.68938 2.36651 -0.1555 0.5529 -0.3568 0.08
H -0.29448 -0.79197 2.87892 -0.6824 -0.5105 -0.1708 0.08
H -1.22574 0.04434 1.53423 -0.0216 -0.2114 0.2192 0.06
```
Forces are in eV/Å.

Calculated values
Highest occupied orbital energy (eV): -9.02
E_tot (eV): -9559.158
SMILES: Cc1ccccc1.CC
Lowest unoccupied orbital energy (eV): 1.03
ΔE to the lowest compared entry with this formula, charge and spin (kcal/mol): 23.6